Below is one molecule with the formula C6H15N in a non-equilibrium geometry, with properties calculated with ωB97M-V/def2-TZVPD.

Summary:
energy = -292.33012 Ha
HOMO-LUMO gap = 10.15 eV
E_HOMO = -9.109 eV

Last column: Mulliken charge in e.
CARTESIAN COORDINATES (ANGSTROEM)
1 C -2.110 -0.262 -0.346  -1.533
2 H 1.245 2.017 -1.646  0.415
3 H 0.322 1.512 2.173  0.353
4 H 0.710 -0.111 2.110  0.303
5 C -0.838 -1.141 -0.171  0.805
6 H 1.961 1.245 1.933  0.394
7 H -0.324 1.423 0.049  0.202
8 C 0.489 -0.564 -0.539  -1.270
9 H 1.683 2.664 -0.033  0.463
10 C 0.996 0.831 1.629  -1.400
11 H -0.846 -1.244 0.941  0.077
12 H -2.972 -0.949 -0.444  0.428
13 H -2.322 0.263 0.587  0.398
14 H -2.098 0.336 -1.256  0.291
15 H 1.372 -1.056 -0.175  0.402
16 H 2.537 1.291 -0.687  0.383
17 N -1.081 -2.454 -0.779  -0.685
18 H -1.376 -3.094 -0.053  0.266
19 C 1.555 1.753 -0.635  -1.914
20 H 0.743 -0.501 -1.618  0.399
21 C 0.582 0.847 0.159  0.981
22 H -0.229 -2.805 -1.201  0.244

=====

Below is C6H15N2 as an isolated structure in a non-equilibrium geometry, with properties calculated with ωB97M-V/def2-TZVPD.

Summary:
net charge = +1
energy = -346.80861 Ha
HOMO-LUMO gap = 10.55 eV
E_HOMO = -13.663 eV

Last column: Mulliken charge in e.
CARTESIAN COORDINATES (ANGSTROEM)
1 H 3.121 -0.952 0.699  0.358
2 H 2.747 0.708 0.233  0.358
3 C -0.872 -1.690 -1.042  -1.475
4 H 0.708 -1.405 0.590  0.333
5 H 0.100 -1.975 -1.444  0.330
6 C -1.997 0.235 1.442  -0.807
7 H 0.838 2.548 0.317  0.355
8 H -1.549 0.204 -1.902  0.424
9 C -0.155 0.756 -0.272  1.141
10 N 1.057 -0.458 0.682  -0.428
11 H -1.627 -2.130 -1.688  0.350
12 H -3.057 0.045 1.278  0.299
13 C 2.415 -0.326 0.152  -0.956
14 H 1.021 -0.140 1.647  0.306
15 H 1.379 1.878 -1.249  0.384
16 N -1.388 0.550 0.189  -0.147
17 C 0.535 2.012 -0.581  -1.522
18 C -1.049 -0.184 -1.019  -0.133
19 H -1.553 -0.645 1.917  0.334
20 H -0.202 2.630 -1.100  0.400
21 H -1.009 -2.136 -0.058  0.443
22 H -1.891 1.092 2.106  0.317
23 H 2.428 -0.618 -0.897  0.335

=====

Below is a 2-piece molecular cluster, C6H15N2 overall, with properties calculated with ωB97M-V/def2-TZVPD.

Summary:
net charge = +1
energy = -346.86619 Ha
HOMO-LUMO gap = 8.85 eV
E_HOMO = -12.288 eV

Last column: Mulliken charge in e.
CARTESIAN COORDINATES (ANGSTROEM)
1 H 0.162 0.849 0.553  0.069
2 H 0.667 -3.752 -0.338  0.253
3 C 0.565 1.139 -0.414  0.263
4 C 2.314 2.435 0.823  -1.106
5 C -0.211 0.713 -1.634  -1.019
6 N -0.113 -3.142 -0.523  -0.329
7 H -2.242 0.408 0.833  0.334
8 H 1.821 2.506 -1.338  0.314
9 H 3.348 2.099 0.723  0.293
10 H -0.177 -2.473 1.417  0.368
11 H -0.082 -0.343 -1.887  0.078
12 H -2.959 -0.996 1.676  0.338
13 H -1.895 -1.320 -0.683  0.280
14 C -2.043 -0.559 1.282  -0.985
15 H -0.335 -2.985 -1.496  0.237
16 C 1.570 2.012 -0.403  -0.122
17 C -0.601 -2.370 0.424  0.260
18 H 1.887 1.957 1.705  0.298
19 H -1.276 0.926 -1.495  0.249
20 H 2.316 3.518 0.945  0.316
21 N -1.507 -1.462 0.249  -0.162
22 H -1.311 -0.458 2.077  0.398
23 H 0.103 1.300 -2.495  0.375

=====

Below is an isolated ion of composition C6H15N2 and charge +1 in a non-equilibrium geometry, with properties calculated with ωB97M-V/def2-TZVPD.

Summary:
net charge = +1
energy = -346.82745 Ha
HOMO-LUMO gap = 10.64 eV
E_HOMO = -14.323 eV

Last column: Mulliken charge in e.
CARTESIAN COORDINATES (ANGSTROEM)
1 C 0.843 -0.047 -0.017  2.167
2 C -0.577 0.562 0.208  0.100
3 N -0.841 1.834 0.178  -0.228
4 N -2.176 -0.577 -0.731  -0.492
5 H 1.702 -1.807 -0.870  0.403
6 H 1.372 1.752 -1.136  0.383
7 C 1.435 0.233 1.393  -1.556
8 H -2.441 0.266 1.245  0.566
9 C 1.494 0.670 -1.188  -1.812
10 H -1.994 -1.616 -0.829  0.251
11 H -3.052 -0.182 -1.084  0.220
12 H 2.001 -0.776 1.673  0.370
13 H 0.676 -2.224 0.598  0.360
14 H -1.485 -1.166 1.239  0.320
15 H -1.686 2.078 0.741  0.294
16 H 2.116 0.976 1.421  0.382
17 H 0.645 0.402 2.125  0.348
18 H 0.826 0.510 -2.061  0.434
19 C -1.719 -0.298 0.685  -1.050
20 C 0.766 -1.565 -0.353  -1.534
21 H -0.443 2.486 -0.577  0.281
22 H 0.065 -1.812 -1.203  0.341
23 H 2.472 0.301 -1.455  0.450

=====

Below is a 2-piece molecular cluster, C6H15N2 overall, with properties calculated with ωB97M-V/def2-TZVPD.

Summary:
net charge = +1
energy = -346.86826 Ha
HOMO-LUMO gap = 8.67 eV
E_HOMO = -12.163 eV

Last column: Mulliken charge in e.
CARTESIAN COORDINATES (ANGSTROEM)
1 H -3.133 -2.696 -0.255  0.303
2 H 2.934 -0.399 0.956  0.287
3 H -0.023 1.769 0.289  0.419
4 N -2.336 -1.295 -1.598  -0.174
5 C 1.552 1.112 1.587  0.914
6 H -2.950 -3.282 -1.923  0.302
7 H 1.219 1.053 3.663  0.281
8 C 1.035 1.517 0.229  -0.968
9 C 0.845 1.332 2.687  -1.040
10 C -2.500 -2.677 -1.139  -0.694
11 H 3.210 0.182 2.607  0.358
12 H 1.580 2.384 -0.152  0.323
13 H -0.132 1.800 2.652  0.261
14 H 3.664 1.162 1.197  0.285
15 H -3.168 -0.767 -1.822  0.235
16 N -1.002 0.553 -2.044  -0.324
17 H -1.795 1.138 -2.266  0.216
18 H -1.524 -3.085 -0.893  0.284
19 C 2.913 0.482 1.606  -1.198
20 H -0.117 1.002 -1.848  0.262
21 H -0.304 -1.272 -1.409  0.265
22 C -1.183 -0.692 -1.664  0.387
23 H 1.216 0.682 -0.459  0.015

=====

Below is a 2-piece molecular cluster, C6H15N2 overall in a non-equilibrium geometry, with properties calculated with ωB97M-V/def2-TZVPD.

Summary:
spin multiplicity = 2
net charge = +2
energy = -346.16032 Ha
HOMO-LUMO gap (spin up / spin down) = 4.63 / 4.19 eV
⟨S²⟩ = 0.756
E_HOMO (spin up / spin down) = -17.328 / -17.300 eV

Last column: Mulliken charge in e.
CARTESIAN COORDINATES (ANGSTROEM)
1 H -1.703 3.303 -1.713  0.310
2 H 2.263 -0.195 -1.254  0.339
3 C 1.991 0.861 0.674  -0.177
4 H -0.809 1.940 -1.274  0.181
5 N -0.944 -1.581 0.675  0.044
6 H 3.111 -0.389 1.863  0.291
7 N -0.850 2.964 -1.222  -0.576
8 H 1.362 1.751 0.586  0.407
9 H 3.028 1.451 2.363  0.304
10 H -1.522 -1.241 -1.368  0.436
11 C 0.196 -0.005 -0.933  -0.373
12 C 1.637 -0.183 -0.355  -0.446
13 C 2.686 0.601 1.742  -0.751
14 C -2.352 -1.876 1.041  -0.756
15 H -2.459 -1.523 2.094  0.378
16 H 1.654 -1.107 0.204  0.505
17 H -3.169 -1.410 0.420  0.369
18 H -2.536 -3.014 1.061  0.346
19 H -0.185 -2.224 -1.208  0.398
20 H -0.114 3.432 -1.825  0.291
21 H 0.105 0.358 -1.974  0.714
22 H -0.757 -0.629 1.167  0.432
23 C -0.633 -1.282 -0.765  -0.667